[1]
{
  "formula": "H3NO4P",
  "method": "the ωB97M-V functional and the def2-TZVPD basis",
  "e_lumo_ev": 4.18,
  "charge": -1,
  "multiplicity": 1,
  "orbital_gap_ha": 0.3404,
  "de_lowest_kcal_mol": 66.7,
  "species": ["N", "O", "O", "O", "O", "P", "H", "H", "H"],
  "positions_angstrom": [[0.8615, -1.5100, -0.8465], [-0.9123, -1.3611, 1.3289], [1.0291, 0.1782, 1.0552], [-0.9800, 1.0785, -0.6636], [-0.3841, 2.3250, -0.4663], [0.2166, -0.9049, 0.4770], [0.4409, 2.1661, 0.0610], [0.4142, -2.4178, -0.9999], [-0.6860, 0.4460, 0.0543]],
  "forces_ev_per_a": [[-1.181, -0.515, 1.101], [-0.464, -0.447, -0.894], [0.487, 1.680, 0.278], [-0.934, -1.208, -0.561], [1.187, 0.911, 0.999], [2.951, -3.097, 0.397], [-0.683, -0.476, -0.474], [-0.066, 0.182, -0.316], [-1.296, 2.970, -0.529]]
}



[2]
{
  "formula": "H3NOS",
  "method": "the ωB97M-V functional and the def2-TZVPD basis",
  "e_lumo_ev": [0.72, -1.46],
  "multiplicity": 3,
  "orbital_gap_ha": [0.3719, 0.3266],
  "de_lowest_kcal_mol": 50.5,
  "species": ["N", "O", "S", "H", "H", "H"],
  "positions_angstrom": [[-1.4779, 0.3455, 0.0391], [0.6671, -0.8661, 0.0833], [1.6900, 0.2192, -0.0515], [-1.1261, 0.9456, 0.8009], [-1.8467, -0.5153, 0.4029], [2.0935, -0.1289, -1.2746]],
  "forces_ev_per_a": [[-0.079, 1.401, -0.716], [-0.062, -0.499, 0.775], [-0.216, -0.266, -0.116], [-0.358, -0.638, 0.011], [-0.052, -0.431, 0.697], [0.767, 0.433, -0.651]]
}



[3]
{
  "formula": "H3NP2",
  "method": "the ωB97M-V functional and the def2-TZVPD basis",
  "e_lumo_ev": [-1.46, -1.36],
  "multiplicity": 1,
  "orbital_gap_ha": [0.2655, 0.2978],
  "de_lowest_kcal_mol": 68.9,
  "species": ["N", "P", "P", "H", "H", "H"],
  "positions_angstrom": [[-3.4021, 0.2832, -0.3258], [0.9283, 0.8226, -0.1570], [-1.9919, 0.2035, 0.1964], [0.9132, -0.5120, 0.4009], [1.4914, 0.3376, -1.2568], [-1.9576, -0.2835, 1.4325]],
  "forces_ev_per_a": [[-0.850, 0.026, -0.190], [-1.118, 0.141, 2.410], [1.223, 0.942, -2.448], [0.019, 0.557, -0.025], [0.722, -0.759, -2.159], [0.004, -0.908, 2.411]]
}



[4]
{
  "formula": "H3NP2S",
  "method": "the ωB97M-V functional and the def2-TZVPD basis",
  "e_lumo_ev": [-1.07, -3.07],
  "multiplicity": 1,
  "orbital_gap_ha": [0.3265, 0.1968],
  "de_lowest_kcal_mol": 84.5,
  "species": ["N", "P", "P", "S", "H", "H", "H"],
  "positions_angstrom": [[-0.3224, -0.6103, -0.5577], [-1.2334, 0.5763, -0.1233], [1.1606, -0.3353, 1.9242], [-1.9884, 1.2292, -1.9232], [-0.4355, -0.9011, -1.4828], [1.6553, -0.9087, 0.7273], [1.1638, 0.9498, 1.4354]],
  "forces_ev_per_a": [[-0.287, 0.293, 1.810], [-0.257, 0.559, -0.454], [-0.074, -1.091, 0.405], [-0.105, -0.014, 0.450], [0.225, -0.804, -2.072], [0.289, 0.201, 0.281], [0.210, 0.856, -0.420]]
}



[5]
{
  "formula": "H3NS2",
  "method": "the ωB97M-V functional and the def2-TZVPD basis",
  "e_lumo_ev": [-0.62, -1.85],
  "multiplicity": 1,
  "orbital_gap_ha": [0.3307, 0.2473],
  "de_lowest_kcal_mol": 75.0,
  "species": ["N", "S", "S", "H", "H", "H"],
  "positions_angstrom": [[-0.6843, -0.6954, 0.3734], [2.0074, 0.4853, 0.0221], [-1.5450, 0.5548, -0.1378], [-0.7647, -1.5806, -0.2054], [2.1982, -0.2398, -0.9803], [-1.2117, 1.4757, 0.9280]],
  "forces_ev_per_a": [[0.696, -1.206, -0.107], [-0.546, 1.597, 2.476], [0.053, 0.980, 1.046], [-0.239, 1.689, 0.451], [0.420, -1.744, -2.419], [-0.385, -1.317, -1.446]]
}



[6]
{
  "formula": "H3NS2",
  "method": "the ωB97M-V functional and the def2-TZVPD basis",
  "e_lumo_ev": [-2.04, -2.08],
  "smiles": "N=S.S",
  "multiplicity": 1,
  "orbital_gap_ha": [0.2482, 0.2487],
  "de_lowest_kcal_mol": 56.7,
  "species": ["N", "S", "S", "H", "H", "H"],
  "positions_angstrom": [[-0.7107, -0.5588, 0.4818], [0.5126, 1.1501, -1.4491], [-0.1958, -0.7197, 1.9722], [-1.2705, -1.3039, 0.1823], [-0.0679, 0.7149, -0.2739], [1.7323, 0.7175, -0.9133]],
  "forces_ev_per_a": [[0.917, 0.808, 3.371], [1.637, -0.049, 0.629], [-0.504, -0.059, -1.468], [-1.088, -1.736, -0.660], [0.074, 0.529, -1.107], [-1.036, 0.507, -0.765]]
}



[7]
{
  "formula": "H3O2PS",
  "method": "the ωB97M-V functional and the def2-TZVPD basis",
  "e_lumo_ev": [-1.07, -1.79],
  "multiplicity": 1,
  "orbital_gap_ha": [0.2969, 0.2794],
  "de_lowest_kcal_mol": 75.5,
  "species": ["O", "O", "P", "S", "H", "H", "H"],
  "positions_angstrom": [[-0.1033, -0.9833, -1.0523], [0.1195, 1.3913, -0.8027], [0.5616, 0.0502, -0.0797], [2.4957, -0.0815, 0.0013], [0.1488, -1.0713, -1.9989], [0.6936, 2.1451, -0.5932], [-0.7380, -0.8798, 1.6977]],
  "forces_ev_per_a": [[-0.971, -1.188, -0.898], [-0.608, 1.068, 0.303], [0.807, -1.342, 0.572], [-0.374, 0.114, 0.589], [0.093, 0.442, 1.012], [-0.096, -0.219, 0.023], [1.150, 1.127, -1.601]]
}



[8]
{
  "formula": "H3O3P",
  "method": "the ωB97M-V functional and the def2-TZVPD basis",
  "e_lumo_ev": 0.66,
  "smiles": "OP(O)O",
  "multiplicity": 1,
  "orbital_gap_ha": 0.3906,
  "de_lowest_kcal_mol": 4.3,
  "species": ["O", "O", "O", "P", "H", "H", "H"],
  "positions_angstrom": [[-0.7719, 0.8195, -0.5959], [1.7025, -0.2076, -0.2791], [-0.5282, -1.3865, 0.3974], [0.0215, -0.5924, -0.8920], [-0.7872, 1.4056, -1.3519], [1.6047, 0.2721, 0.5502], [-1.3120, -0.9999, 0.7947]],
  "forces_ev_per_a": [[0.058, -0.435, 0.405], [-3.042, -0.649, -1.374], [-0.042, -0.178, 0.031], [3.189, 0.870, 0.875], [0.032, 0.174, -0.315], [-0.017, 0.051, 0.225], [-0.179, 0.168, 0.154]]
}



[9]
{
  "formula": "H3O4PS",
  "method": "the ωB97M-V functional and the def2-TZVPD basis",
  "e_lumo_ev": [-3.52, -3.54],
  "multiplicity": 1,
  "orbital_gap_ha": [0.2791, 0.2737],
  "de_lowest_kcal_mol": 49.2,
  "species": ["O", "O", "O", "O", "P", "S", "H", "H", "H"],
  "positions_angstrom": [[-1.7395, 0.8488, -0.7088], [0.4183, -0.8845, 1.3968], [0.3144, -0.6179, -1.1041], [2.4582, 0.0675, 0.0406], [1.0166, 0.0150, 0.1272], [-0.0283, 1.7652, 0.6745], [0.7550, -1.7231, 1.0260], [-0.6173, -0.1412, -1.2551], [-2.5775, 0.6701, -0.1971]],
  "forces_ev_per_a": [[0.755, 1.141, 1.738], [1.315, 0.325, -1.992], [-1.653, 1.216, -0.996], [0.819, 0.534, 0.176], [-1.545, -0.952, 1.779], [-2.028, -0.851, -2.064], [-0.421, -0.624, 1.010], [1.385, -1.053, 0.593], [1.373, 0.264, -0.245]]
}



multiplicity of number 1 (H3NO4P)? 1



Among the records above, which one has the highest multiplicity? H3NOS